1.
C33H28BrIrN7O4S2 as an isolated structure in a non-equilibrium geometry, computed with the ωB97M-V functional and the def2-TZVPD basis.

Geometry (Å):
Ir -0.7329 -0.6323 -0.8250
C 0.5156 -1.8965 -3.1129
N 0.4161 -2.2038 -1.6626
C 1.6453 -2.7110 -1.0180
C 2.0776 -1.8254 0.1011
N 1.8091 -0.5620 0.2272
C 2.3534 -0.2085 1.4647
C 2.3097 1.0001 2.1548
C 2.9196 1.0617 3.3903
C 3.5620 -0.0551 3.9482
C 3.5989 -1.2671 3.2894
C 2.9785 -1.3150 2.0462
N 2.7747 -2.3508 1.1502
C -0.9034 -1.5673 -3.4527
N -1.7159 -1.2651 -2.4524
C -2.9108 -0.8177 -3.0069
C -4.0552 -0.3095 -2.4090
C -5.0893 0.0349 -3.2541
C -4.9904 -0.1256 -4.6455
C -3.8497 -0.6242 -5.2422
C -2.8075 -0.9570 -4.3879
N -1.5189 -1.4463 -4.6289
H 0.9089 -2.7421 -3.6825
H 1.1516 -1.0208 -3.2608
H -0.2720 -2.9542 -1.6149
H 2.4251 -2.8161 -1.7762
H 1.4375 -3.7016 -0.6120
H 1.7989 1.8506 1.7314
H 2.9022 1.9891 3.9474
H 4.0281 0.0342 4.9202
H 4.0844 -2.1310 3.7237
H 3.1052 -3.2956 1.2404
H -4.1083 -0.1632 -1.3388
H -5.9977 0.4486 -2.8387
H -5.8275 0.1597 -5.2675
H -3.7709 -0.7337 -6.3150
H -1.0894 -1.5825 -5.5290
O -2.3080 3.2598 0.9019
C -1.4611 3.2192 1.9529
C -1.2118 4.3604 2.7160
C -0.3802 4.3073 3.8161
C 0.2197 3.1079 4.1881
C -0.0167 1.9783 3.4338
C -0.8422 2.0110 2.3033
C -0.9715 0.7800 1.5010
O -1.4479 0.8803 0.2865
N -0.5482 -0.3437 2.0203
N -0.7293 -1.4028 1.1073
C -1.1142 -2.5052 1.6357
S -1.4977 -3.8883 0.6391
C -1.5174 -5.0759 2.0122
C -2.0369 -4.3409 3.2346
S -1.2293 -2.7194 3.3577
H -2.5287 4.1757 0.6984
H -1.6904 5.2920 2.4360
H -0.2047 5.2063 4.3925
H 0.8667 3.0620 5.0529
H 0.4509 1.0382 3.6935
H -0.5194 -5.4806 2.1692
H -2.1928 -5.8790 1.7215
H -1.8072 -4.8871 4.1484
H -3.1145 -4.1974 3.1721
Br 1.8891 1.0100 -4.2815
C 2.2612 1.8977 -2.6355
C 3.5853 2.1807 -2.3490
C 3.8904 2.8895 -1.1967
C 2.8735 3.3104 -0.3542
C 1.5533 3.0072 -0.6480
C 1.2291 2.2958 -1.7963
C -0.2127 2.0719 -2.1520
O -0.9087 3.0054 -2.4583
O -0.6408 0.8228 -2.2351
H 4.3639 1.8751 -3.0339
H 4.9214 3.1288 -0.9734
H 3.1126 3.8914 0.5271
H 0.7527 3.3574 -0.0059

## Properties
HOMO-LUMO gap = 7.33 eV
energy above the lowest of the compared OMol25 structures with the same formula, charge and spin = 4.239 eV
electronic energy = -5433.14411 Ha
LUMO energy = -3.14 eV
total charge = +1
F_max = 2.52 eV Å⁻¹


2.
C33H28Cl3N2O2P2Zr as an isolated structure, computed with the ωB97M-V functional and the def2-TZVPD basis.

Geometry (Å):
Zr 0.0528 -0.3660 -0.4250
C 2.8436 3.1767 1.6396
N 2.1288 2.3085 0.6859
P 2.4645 0.6746 0.4931
C 4.1571 0.5034 -0.0775
C 5.2501 0.6816 0.7733
C 6.5357 0.5515 0.2749
C 6.7354 0.2271 -1.0627
C 5.6522 0.0176 -1.9028
C 4.3615 0.1507 -1.4103
C 2.3723 -0.1822 2.0875
C 1.2887 0.0865 2.9376
C 1.0378 -0.7484 4.0173
C 1.8480 -1.8504 4.2499
C 2.9241 -2.1138 3.4142
C 3.1871 -1.2858 2.3333
P 0.4286 2.6563 0.4487
C 0.4373 4.4573 0.2231
C 1.2671 5.0845 -0.7055
C 1.2413 6.4619 -0.8303
C 0.3809 7.2159 -0.0373
C -0.4496 6.5960 0.8822
C -0.4197 5.2129 1.0171
C 0.1734 2.1047 -1.3045
C -1.1727 1.9413 -1.6759
C -1.4973 1.5020 -2.9556
C -0.4897 1.2082 -3.8659
C 0.8462 1.3786 -3.5173
C 1.1778 1.8257 -2.2474
H 3.5865 2.6044 2.1859
H 2.1540 3.5996 2.3741
H 3.3388 3.9964 1.1212
H 5.1018 0.8844 1.8254
H 7.3834 0.6895 0.9326
H 7.7418 0.1215 -1.4455
H 5.8113 -0.2557 -2.9373
H 3.5107 -0.0322 -2.0596
H 0.6517 0.9445 2.7678
H 0.2043 -0.5387 4.6741
H 1.6408 -2.5047 5.0862
H 3.5603 -2.9688 3.6008
H 4.0233 -1.5034 1.6779
H 1.9337 4.4960 -1.3259
H 1.8860 6.9520 -1.5478
H 0.3607 8.2927 -0.1415
H -1.1176 7.1843 1.4966
H -1.0608 4.7203 1.7384
H -1.9576 2.1489 -0.9601
H -2.5357 1.3779 -3.2316
H -0.7450 0.8466 -4.8533
H 1.6272 1.1557 -4.2317
H 2.2190 1.9626 -1.9768
N -1.6510 -0.2187 0.2379
C -2.6185 -1.0535 -0.3249
C -2.3909 -1.6486 -1.5807
C -3.3203 -2.5354 -2.1163
C -4.4929 -2.8208 -1.4405
C -4.7340 -2.2162 -0.2132
C -3.8120 -1.3487 0.3384
H -1.4878 -1.4501 -2.1630
H -3.1248 -2.9933 -3.0779
H -5.2169 -3.5011 -1.8672
H -5.6511 -2.4301 0.3201
H -3.9901 -0.8871 1.3010
Cl 3.4134 -3.6639 -1.2890
C 1.6813 -4.0594 -1.1786
Cl 1.0912 -4.7155 -2.7009
Cl 1.4042 -5.1834 0.1322
C 0.9813 -2.7124 -0.9175
O 0.9891 -1.8408 -1.8387
O 0.4713 -2.4595 0.1998

## Properties
HOMO-LUMO gap = 6.80 eV
energy above the lowest of the compared OMol25 structures with the same formula, charge and spin = 0.729 eV
electronic energy = -3644.50979 Ha
LUMO energy = -3.51 eV
total charge = +1
F_max = 0.81 eV Å⁻¹